{
  "formula": "C25H25Co2N2O7",
  "method": "ωB97M-V with the def2-TZVPD basis set",
  "charge": -1,
  "de_lowest_kcal_mol": 2.0,
  "orbital_gap_ev": 6.72,
  "spin_multiplicity": 1,
  "elements": ["C", "N", "C", "C", "C", "N", "C", "C", "O", "C", "C", "C", "C", "H", "H", "H", "H", "H", "H", "H", "H", "H", "H", "H", "H", "H", "H", "H", "H", "H", "H", "O", "C", "Co", "C", "O", "C", "O", "C", "C", "C", "C", "C", "C", "C", "C", "C", "Co", "C", "O", "C", "O", "C", "O", "H", "H", "H", "H", "H", "H", "H"],
  "xyz": [[2.9004, -0.2610, -4.2445], [3.2447, -0.8296, -2.9857], [4.5548, -0.5922, -2.4352], [4.6099, 0.5151, -1.3642], [3.2530, 0.8962, -0.8299], [3.1213, 2.0870, -0.1415], [4.3147, 2.8051, 0.2906], [3.9564, 3.7621, 1.4250], [2.8521, 4.6129, 1.0932], [1.6749, 3.8774, 0.7455], [1.9238, 2.8878, -0.3936], [2.1778, 0.0582, -0.9964], [2.1968, -1.0422, -1.9905], [2.0413, -0.7981, -4.6694], [2.6262, 0.8113, -4.1787], [3.7656, -0.3503, -4.9146], [4.8661, -1.5379, -1.9549], [5.2301, -0.3841, -3.2776], [5.2439, 0.1503, -0.5389], [5.1250, 1.3867, -1.8019], [5.0649, 2.0893, 0.6482], [4.7520, 3.3827, -0.5471], [3.7304, 3.1740, 2.3372], [4.7881, 4.4556, 1.6240], [1.2814, 3.3333, 1.6289], [0.9511, 4.6474, 0.4331], [2.0366, 3.4683, -1.3355], [1.0466, 2.2440, -0.5080], [1.2772, 0.1748, -0.3938], [1.2329, -1.1573, -2.5093], [2.4127, -2.0069, -1.4848], [-1.9740, -2.6239, -3.2287], [-2.2192, -2.0833, -2.2359], [-2.6752, -1.2491, -0.7511], [-1.7404, 0.2054, -0.6326], [-1.1575, 1.2125, -0.5592], [-4.1851, -0.6001, -1.2955], [-5.2108, -0.1615, -1.6253], [-3.1662, -1.8332, 1.2087], [-3.9299, -0.8574, 1.9841], [-3.4088, 0.4309, 2.2328], [-4.2547, 1.4425, 2.6811], [-5.6020, 1.1670, 2.9306], [-6.0608, -0.1534, 2.9100], [-5.2176, -1.1792, 2.4807], [-3.3683, -3.2281, 1.0485], [-4.3064, -4.1248, 0.7068], [-1.6815, -2.8240, 1.3954], [-1.4410, -4.0443, 2.6675], [-1.1610, -4.8184, 3.4844], [-0.4442, -1.6068, 1.8243], [0.4391, -0.8950, 2.0548], [-0.8305, -3.5128, -0.0088], [-0.1461, -3.9583, -0.8298], [-2.3519, 0.6196, 2.0215], [-3.8536, 2.4478, 2.8108], [-6.2778, 1.9803, 3.1921], [-7.0841, -0.3841, 3.2121], [-5.5629, -2.2174, 2.4569], [-4.0752, -5.1970, 0.7468], [-5.3051, -3.8136, 0.3875]]
}